C58H48ClO2P4S2Tl | wB97M-V/def2-TZVPD

The value obtained for the LUMO energy is 3.9938 eV. The energy above the lowest of the compared OMol25 structures with the same formula, charge and spin is 4.1 kcal/mol. The value obtained for the frontier orbital gap is 5.55 eV. The value obtained for the strongest force on any atom is 0.43 eV/A. As for the total charge: -2. The total energy comes out at -5184.057574 Eh. The value obtained for the HOMO energy is -1.6 eV.

Last column: Löwdin charge in e.
Element x y z (Å)
Tl1 -0.83460 0.29723 0.59446  0.603
S1 -3.95151 0.18975 -0.60853  0.132
P1 -2.60883 0.40679 -2.09067  0.279
C1 -1.08699 -0.31726 -2.06940  -0.646
P2 -0.96818 -1.98757 -1.86075  0.316
S2 -1.16792 -2.89642 -0.06838  0.137
C2 0.70330 -2.47047 -2.47158  -0.335
C3 1.59777 -1.50636 -2.91365  -0.107
C4 2.87467 -1.86402 -3.33590  -0.096
C5 3.25678 -3.19640 -3.33910  -0.127
C6 2.36123 -4.17069 -2.90753  -0.111
C7 1.09931 -3.80718 -2.46826  -0.099
C8 -2.03544 -2.93818 -3.02836  -0.328
C9 -1.77226 -2.91212 -4.39667  -0.092
C10 -2.62338 -3.53768 -5.29381  -0.104
C11 -3.76059 -4.18942 -4.83279  -0.120
C12 -4.03914 -4.20630 -3.47404  -0.103
C13 -3.18073 -3.58399 -2.57652  -0.110
C14 -3.47782 0.08106 -3.70693  -0.312
C15 -4.76615 -0.42535 -3.78737  -0.109
C16 -5.36107 -0.65645 -5.02400  -0.107
C17 -4.67605 -0.36982 -6.19390  -0.124
C18 -3.38180 0.13689 -6.12303  -0.108
C19 -2.78832 0.34882 -4.89034  -0.096
C20 -2.33384 2.21051 -2.34620  -0.339
C21 -3.39509 3.10517 -2.25082  -0.101
C22 -3.20367 4.45456 -2.50489  -0.109
C23 -1.94025 4.92729 -2.84293  -0.122
C24 -0.87504 4.04217 -2.92062  -0.095
C25 -1.07315 2.68942 -2.67545  -0.103
H1 1.25869 -0.47648 -2.93137  0.069
H2 3.56894 -1.09733 -3.66158  0.095
H3 4.25150 -3.47855 -3.66625  0.090
H4 2.65772 -5.21348 -2.89867  0.094
H5 0.40976 -4.55745 -2.09733  0.095
H6 -0.89575 -2.38399 -4.75637  0.108
H7 -2.41233 -3.49978 -6.35633  0.092
H8 -4.43368 -4.66903 -5.53479  0.087
H9 -4.93439 -4.69775 -3.11005  0.091
H10 -3.38469 -3.58785 -1.51272  0.062
H11 -5.29440 -0.63695 -2.86436  0.058
H12 -6.36356 -1.06761 -5.06963  0.090
H13 -5.14049 -0.54743 -7.15760  0.085
H14 -2.83351 0.35644 -7.03262  0.090
H15 -1.77181 0.72187 -4.82867  0.103
H16 -4.36825 2.72940 -1.95537  0.078
H17 -4.03631 5.14436 -2.42236  0.089
H18 -1.78463 5.98441 -3.02630  0.090
H19 0.11784 4.40953 -3.15400  0.096
H20 -0.25417 1.97965 -2.70856  0.081
C26 2.79577 -0.80261 2.99815  -0.376
C27 1.78628 -0.99529 4.14758  -0.396
P3 -0.02073 -0.67582 3.82254  1.023
C28 -0.67921 -1.40828 5.39529  -0.349
C29 -0.47051 -2.77057 5.63429  -0.114
C30 -1.00043 -3.40165 6.74800  -0.105
C31 -1.77717 -2.68572 7.65028  -0.117
C32 -2.01608 -1.34099 7.41383  -0.101
C33 -1.47460 -0.71046 6.30067  -0.085
C34 -0.24596 1.10423 4.23000  -0.410
C35 -1.37463 1.73068 3.70859  -0.143
C36 -1.61011 3.08085 3.93243  -0.070
C37 -0.72063 3.82258 4.69254  -0.090
C38 0.39447 3.20276 5.24209  -0.092
C39 0.62807 1.85607 5.01065  -0.097
P4 2.13060 -0.99730 1.26052  1.018
C40 3.20772 0.12270 0.28924  -0.394
C41 2.64207 0.68485 -0.85137  -0.110
C42 3.36257 1.58178 -1.62781  -0.072
C43 4.65557 1.93184 -1.26857  -0.100
C44 5.23235 1.36976 -0.13566  -0.100
C45 4.51231 0.46776 0.63349  -0.108
C46 2.84616 -2.63607 0.83696  -0.351
C47 2.19660 -3.74521 1.38642  -0.119
C48 2.63920 -5.03197 1.13095  -0.093
C49 3.73090 -5.23715 0.29541  -0.115
C50 4.36245 -4.14691 -0.28145  -0.114
C51 3.92295 -2.85549 -0.01503  -0.088
H21 3.22352 0.19834 3.04434  0.059
H22 3.60009 -1.52876 3.13609  0.074
H23 2.11143 -0.43112 5.02277  0.060
H24 1.80399 -2.04521 4.44688  0.053
H25 0.09556 -3.36113 4.92260  0.094
H26 -0.81818 -4.45836 6.90284  0.094
H27 -2.19983 -3.17453 8.51955  0.089
H28 -2.62855 -0.76860 8.10053  0.095
H29 -1.67233 0.34297 6.14456  0.096
H30 -2.06628 1.16965 3.09045  0.068
H31 -2.46789 3.55598 3.47386  0.110
H32 -0.87635 4.88553 4.83002  0.100
H33 1.10130 3.77919 5.82731  0.095
H34 1.52073 1.40380 5.42207  0.090
H35 1.61902 0.44323 -1.12640  0.059
H36 2.89838 2.02287 -2.50139  0.105
H37 5.20998 2.64959 -1.86140  0.091
H38 6.24183 1.64057 0.15192  0.090
H39 4.97322 0.03225 1.51311  0.101
H40 1.30675 -3.59209 1.98773  0.084
H41 2.10956 -5.87631 1.55519  0.096
H42 4.06637 -6.24312 0.07197  0.090
H43 5.19612 -4.29682 -0.95759  0.096
H44 4.41844 -2.01775 -0.48999  0.097
Cl1 1.46759 8.26027 2.21457  0.544
C52 0.90390 6.67514 1.68814  -0.696
C53 -0.35343 6.56041 1.05981  -0.134
C54 -0.79679 5.34482 0.63237  -0.013
C55 -0.02835 4.11996 0.79066  -0.398
O1 -0.46087 3.03851 0.34832  -0.137
C56 1.23297 4.28886 1.47797  -0.133
C57 2.10227 3.18737 1.83169  -0.226
O2 1.86421 1.99385 1.80214  -0.036
C58 1.67187 5.56267 1.87951  -0.110
H45 -0.95924 7.44853 0.91981  0.090
H46 -1.75821 5.24257 0.13995  0.102
H47 3.10479 3.51865 2.19393  0.116
H48 2.63865 5.64784 2.36698  0.099

---

C58H49BN2O18 | wB97M-V/def2-TZVPD

Its SMILES is CCOB(O)[C@@H](C#N)[C@H](C#N)CC(C)C.O=C1C=CC(=O)C=C1.O=C1C=CC(=O)C=C1.O=C1C=CC(=O)C=C1.O=C1C=CC(=O)C=C1.O=C1C=CC(=O)C=C1.O=C1C=CC(=O)C=C1.O=C1C=CC(=O)C=C1.O=C1C=CC(=O)C=C1. The value obtained for the LUMO energy is -1.8976 eV. The value obtained for the frontier orbital gap is 8.15 eV. The value obtained for the strongest force on any atom is 1.21 eV/A. The total energy comes out at -3728.024149 Eh. The value obtained for the HOMO energy is -10.0 eV.

Last column: Löwdin charge in e.
Element x y z (Å)
C1 -0.78681 -0.73779 -1.34338  -0.058
C2 -1.18007 -0.68141 -2.82045  -0.197
O1 -0.36663 0.29611 -3.51797  0.092
B1 -0.93546 1.50284 -3.78767  -0.633
O2 -0.65837 2.11953 -4.99807  0.166
C3 -1.88549 2.28992 -2.74552  -0.108
C4 -1.55465 3.71771 -2.81207  -0.178
N1 -1.42855 4.85449 -2.91395  0.207
C5 -3.41287 2.04110 -2.98683  -0.230
C6 -3.61803 1.52001 -4.35728  -0.197
N2 -3.96247 1.14293 -5.38711  0.200
C7 -4.31477 3.25347 -2.69782  -0.150
C8 -5.75350 2.92170 -2.29954  -0.395
C9 -6.47061 1.97714 -3.27161  -0.084
C10 -6.54126 4.26493 -2.25405  -0.061
H1 -1.03972 -1.72706 -0.96280  0.086
H2 0.28155 -0.58836 -1.28249  0.045
H3 -1.29960 0.03024 -0.76543  0.069
H4 -0.95361 -1.63191 -3.29061  0.087
H5 -2.25023 -0.50265 -2.95923  0.110
H6 -1.03761 1.57558 -5.70064  0.112
H7 -1.63689 1.93254 -1.74473  0.134
H8 -3.69844 1.23858 -2.30230  0.152
H9 -3.87219 3.81437 -1.87095  0.118
H10 -4.28746 3.92484 -3.55869  0.136
H11 -5.80400 2.50791 -1.28948  0.134
H12 -6.08964 0.95674 -3.21252  0.072
H13 -7.53117 1.95850 -3.01540  0.079
H14 -6.38317 2.35497 -4.29029  0.082
H15 -7.20870 4.30427 -3.11897  0.076
H16 -7.16383 4.33300 -1.36548  0.041
H17 -5.87237 5.12238 -2.33314  0.075
C11 4.27992 2.11958 -0.55964  0.025
C12 2.97752 1.94514 -0.34694  0.031
C13 2.46728 0.69678 0.27020  -0.370
O3 1.28030 0.53352 0.47884  0.084
C14 3.45080 -0.35548 0.62224  0.009
C15 4.75154 -0.18030 0.40652  0.015
C16 5.26866 1.07395 -0.19613  -0.384
O4 6.45531 1.23475 -0.38978  0.103
H18 4.67860 3.01971 -1.01037  0.122
H19 2.23563 2.68712 -0.60893  0.104
H20 3.05181 -1.25867 1.06489  0.117
H21 5.48731 -0.93109 0.66230  0.119
C17 2.49692 -2.37897 -3.88016  0.024
C18 3.40056 -2.75834 -4.78040  0.025
C19 4.36493 -3.84467 -4.48905  -0.376
O5 5.19452 -4.19032 -5.30792  0.087
C20 4.28804 -4.49956 -3.15878  0.024
C21 3.38569 -4.12127 -2.25793  0.033
C22 2.41973 -3.03349 -2.54865  -0.366
O6 1.59531 -2.68817 -1.72759  0.104
H22 1.78170 -1.58812 -4.07014  0.113
H23 3.47588 -2.29750 -5.75717  0.125
H24 5.00164 -5.28709 -2.96589  0.097
H25 3.31336 -4.58193 -1.28074  0.124
C23 4.11842 0.03197 6.44010  0.028
C24 4.58947 -0.10930 5.20414  0.028
C25 4.23014 -1.28612 4.37461  -0.370
O7 4.65953 -1.41408 3.24807  0.099
C26 3.32478 -2.29877 4.97323  0.027
C27 2.85396 -2.15778 6.20909  0.025
C28 3.21391 -0.98097 7.03768  -0.372
O8 2.78352 -0.84968 8.16435  0.094
H26 4.36672 0.88050 7.06513  0.126
H27 5.25015 0.61596 4.74638  0.125
H28 3.07582 -3.14747 4.34898  0.123
H29 2.19327 -2.88290 6.66677  0.123
C29 7.92479 -5.16929 -3.89425  0.023
C30 8.82785 -5.54920 -4.79417  0.033
C31 9.79440 -6.63706 -4.50384  -0.384
O9 10.61971 -6.98419 -5.32012  0.109
C32 9.71439 -7.28747 -3.17000  0.022
C33 8.81069 -6.90892 -2.27065  0.020
C34 7.84556 -5.82150 -2.56495  -0.376
O10 7.01572 -5.47971 -1.74510  0.087
H30 7.21229 -4.38130 -4.08866  0.098
H31 8.90150 -5.08955 -5.77135  0.126
H32 10.42863 -8.07848 -2.98005  0.122
H33 8.73336 -7.36847 -1.29346  0.121
C35 3.86353 -0.85592 14.21996  0.018
C36 4.32951 0.23881 13.62533  0.018
C37 4.15828 0.45325 12.16580  -0.383
O11 4.58637 1.45023 11.62416  0.104
C38 3.44676 -0.59726 11.39562  0.024
C39 2.98168 -1.69183 11.99242  0.024
C40 3.15189 -1.90806 13.45011  -0.389
O12 2.72715 -2.90430 13.99518  0.103
H34 3.97689 -1.03471 15.28166  0.121
H35 4.85068 1.01818 14.16667  0.120
H36 3.33060 -0.42265 10.33375  0.090
H37 2.46052 -2.47035 11.44992  0.122
C41 -1.12001 -6.01301 -6.34363  0.026
C42 -0.41674 -5.02392 -5.79946  0.025
C43 -1.01462 -3.68344 -5.58773  -0.364
O13 -0.37226 -2.78016 -5.09191  0.090
C44 -2.42453 -3.48335 -6.00262  0.028
C45 -3.12873 -4.47215 -6.54670  0.026
C46 -2.53255 -5.81579 -6.75962  -0.384
O14 -3.17305 -6.71742 -7.25273  0.113
H38 -0.70585 -6.99934 -6.50920  0.123
H39 0.61365 -5.14418 -5.48840  0.119
H40 -2.83844 -2.49585 -5.83820  0.122
H41 -4.15826 -4.35005 -6.85788  0.124
C47 -11.59164 4.28606 1.97126  0.022
C48 -10.34822 3.90483 1.69234  0.022
C49 -9.50047 4.67721 0.75134  -0.375
O15 -8.36696 4.32937 0.49466  0.091
C50 -10.08914 5.89093 0.13352  0.024
C51 -11.33257 6.27254 0.41188  0.023
C52 -12.18245 5.50063 1.35375  -0.386
O16 -13.31430 5.84826 1.60905  0.110
H42 -12.22888 3.73881 2.65403  0.122
H43 -9.89688 3.02420 2.13115  0.122
H44 -9.45116 6.43805 -0.54897  0.123
H45 -11.78306 7.15348 -0.02709  0.123
C53 -2.60470 6.26637 0.56624  0.024
C54 -1.57573 5.76404 -0.11393  0.001
C55 -0.67295 4.75995 0.50097  -0.379
O17 0.26438 4.29894 -0.11656  0.092
C56 -0.95730 4.33247 1.89350  0.021
C57 -1.98547 4.83627 2.57035  0.020
C58 -2.89117 5.84371 1.95944  -0.389
O18 -3.82868 6.29920 2.57884  0.102
H46 -3.27880 6.99948 0.14138  0.122
H47 -1.35157 6.05389 -1.12625  0.075
H48 -0.28597 3.59458 2.31540  0.121
H49 -2.21365 4.54156 3.58685  0.121

---

Which of these has the highest HOMO? C58H48ClO2P4S2Tl

---

What is the strongest force on any atom in the first record? 0.43 eV/A

---

frontier orbital gap of number 2 (C58H49BN2O18)? 8.15 eV

---

Look up the HOMO of the first one. -1.6 eV